Molecular formula: C44H45N7OPPbS
Method: DFT, ωB97M-V with the def2-TZVPD basis set

Last column: Löwdin charge in e.
Atoms and positions in Å:
Pb (1.080, 0.470, 0.792)  1.519
O (-2.726, 1.967, -1.535)  0.153
C (-1.964, 1.018, -1.464)  -0.401
N (-0.717, 0.967, -2.217)  -0.114
C (-0.246, 2.374, -2.386)  -0.114
C (-0.268, 3.157, -1.099)  -0.298
C (-1.182, 4.177, -0.875)  -0.003
C (-1.108, 4.967, 0.260)  -0.009
C (-0.017, 4.803, 1.117)  -0.024
C (0.939, 3.852, 0.755)  -0.165
N (0.759, 3.015, -0.263)  -0.027
C (-2.235, -0.088, -0.538)  -0.183
C (-3.609, -0.386, -0.282)  0.006
C (-3.904, -1.426, 0.473)  -0.024
C (-2.877, -2.143, 1.127)  0.033
C (-1.560, -1.667, 0.983)  -0.134
N (-1.231, -0.661, 0.189)  -0.008
H (0.796, 2.372, -2.715)  0.132
H (-0.868, 2.863, -3.098)  0.100
H (-2.026, 4.316, -1.563)  0.135
H (-1.879, 5.710, 0.482)  0.134
H (0.012, 5.302, 2.108)  0.136
H (1.932, 3.768, 1.212)  0.122
H (-4.390, 0.141, -0.814)  0.143
H (-4.927, -1.803, 0.525)  0.144
H (-2.950, -3.028, 1.736)  0.123
H (-0.731, -2.146, 1.518)  0.099
N (2.203, -1.132, 2.858)  -0.075
C (3.660, -1.496, 2.858)  -0.222
C (4.100, -1.811, 1.394)  -0.200
C (3.452, -3.044, 0.780)  -0.185
C (2.053, -2.862, 0.182)  -0.290
N (1.870, -1.659, -0.613)  -0.115
H (1.982, -0.790, 3.835)  0.090
H (1.689, -2.029, 2.891)  0.080
H (3.855, -2.336, 3.485)  0.112
H (4.202, -0.639, 3.284)  0.122
H (5.198, -1.978, 1.573)  0.139
H (4.003, -0.873, 0.811)  0.092
H (3.428, -3.905, 1.479)  0.134
H (4.043, -3.458, -0.138)  0.153
H (1.251, -2.817, 0.969)  0.078
H (1.814, -3.706, -0.580)  0.149
H (1.099, -1.772, -1.292)  0.055
H (2.700, -1.439, -1.151)  0.068
S (0.018, 2.204, 7.512)  1.060
C (0.076, 1.901, 5.805)  -0.487
C (1.386, 1.701, 5.208)  -0.036
C (1.498, 1.563, 3.848)  -0.217
N (0.462, 1.732, 3.007)  -0.107
C (-0.703, 2.183, 3.519)  -0.106
C (-0.986, 2.198, 4.904)  -0.014
C (0.304, 0.667, 8.246)  -0.561
C (1.149, 0.712, 9.396)  -0.060
C (1.201, -0.465, 10.171)  -0.134
N (0.522, -1.562, 9.938)  0.082
C (-0.114, -1.622, 8.762)  -0.123
C (-0.308, -0.531, 7.888)  -0.075
H (2.238, 1.633, 5.868)  0.122
H (2.443, 1.272, 3.363)  0.093
H (-1.444, 2.440, 2.802)  0.104
H (-1.961, 2.442, 5.276)  0.113
H (1.633, 1.675, 9.668)  0.117
H (1.944, -0.455, 10.941)  0.111
H (-0.579, -2.579, 8.564)  0.108
H (-0.789, -0.633, 6.878)  0.115
C (-3.113, 2.681, -6.624)  -0.059
C (-1.866, 3.043, -6.148)  -0.043
C (-1.091, 2.084, -5.462)  -0.083
C (-1.724, 0.938, -4.894)  -0.289
C (-2.956, 0.569, -5.417)  -0.068
C (-3.622, 1.459, -6.270)  -0.060
P (-0.805, -0.029, -3.613)  1.134
C (0.818, -0.212, -4.311)  -0.325
C (2.013, -0.084, -3.514)  -0.100
C (3.190, -0.512, -4.057)  -0.056
C (3.289, -0.715, -5.469)  -0.012
C (2.143, -0.748, -6.243)  -0.043
C (0.907, -0.515, -5.681)  -0.062
C (-1.480, -1.740, -3.336)  -0.252
C (-0.543, -2.787, -3.350)  -0.102
C (-0.905, -4.103, -3.216)  -0.047
C (-2.266, -4.429, -3.090)  -0.022
C (-3.192, -3.401, -2.948)  -0.031
C (-2.821, -2.044, -3.091)  -0.074
H (-3.661, 3.387, -7.244)  0.130
H (-1.555, 4.127, -6.363)  0.153
H (-0.006, 2.205, -5.449)  0.118
H (-3.512, -0.375, -5.153)  0.122
H (-4.621, 1.164, -6.657)  0.135
H (2.013, 0.290, -2.512)  0.071
H (4.134, -0.553, -3.508)  0.120
H (4.278, -0.942, -5.878)  0.130
H (2.183, -0.994, -7.327)  0.143
H (-0.065, -0.538, -6.215)  0.134
H (0.520, -2.577, -3.504)  0.104
H (-0.124, -4.868, -3.189)  0.127
H (-2.553, -5.489, -3.061)  0.134
H (-4.207, -3.688, -2.718)  0.119
H (-3.494, -1.223, -3.109)  0.089

## Properties
calculated total energy = -3093.67907 a.u.
highest occupied orbital energy = -14.53 eV
F_max = 4.59 eV Å⁻¹
spin multiplicity = 1
charge = +3
energy above the lowest of the compared OMol25 structures with the same formula, charge and spin = 0.0 kJ/mol

Molecular formula: C48H120N8O16
Method: DFT, ωB97M-V with the def2-TZVPD basis set

Last column: Mulliken spin population.
Atoms and positions in Å:
C (4.586, 1.328, 4.125)  0.002
O (5.385, 0.576, 3.185)  0.010
C (6.770, 0.520, 3.523)  0.061
C (7.312, -0.782, 2.949)  0.005
N (8.154, -1.602, 3.893)  0.820
C (9.336, -1.056, 4.465)  0.015
C (9.927, -1.841, 5.718)  0.000
O (10.651, -0.773, 6.441)  0.007
C (10.602, -0.634, 7.811)  0.000
H (3.628, 1.502, 3.634)  0.000
H (4.936, 2.323, 4.399)  -0.001
H (4.261, 0.862, 5.055)  0.001
H (6.857, 0.588, 4.607)  0.001
H (7.457, 1.303, 3.199)  0.005
H (7.836, -0.553, 2.021)  0.017
H (6.482, -1.423, 2.649)  -0.012
H (7.493, -2.168, 4.403)  -0.029
H (9.120, -0.012, 4.693)  0.050
H (10.157, -1.214, 3.766)  0.045
H (10.603, -2.655, 5.456)  -0.001
H (9.137, -2.278, 6.329)  0.000
H (11.597, -0.488, 8.232)  0.000
H (10.255, -1.579, 8.229)  0.000
H (9.835, 0.099, 8.060)  0.001
C (4.656, -4.057, 0.944)  0.000
O (3.768, -3.205, 1.640)  0.000
C (3.236, -1.983, 0.977)  0.000
C (2.608, -0.988, 2.031)  0.000
N (1.163, -1.381, 2.160)  0.000
C (0.334, -0.849, 1.065)  0.000
C (-1.153, -1.145, 1.236)  0.000
O (-1.793, -0.878, 0.090)  0.000
C (-3.182, -0.466, 0.022)  0.000
H (5.551, -3.532, 0.610)  0.000
H (4.239, -4.401, -0.002)  0.000
H (4.944, -4.887, 1.589)  0.000
H (2.606, -2.352, 0.167)  0.000
H (4.112, -1.509, 0.535)  0.000
H (2.672, 0.023, 1.628)  0.000
H (3.219, -0.939, 2.932)  0.001
H (1.124, -2.390, 2.184)  0.000
H (0.724, -1.095, 0.077)  0.000
H (0.463, 0.233, 1.086)  0.000
H (-1.637, -0.533, 1.998)  0.000
H (-1.197, -2.144, 1.669)  0.000
H (-3.677, -1.394, 0.306)  0.000
H (-3.425, -0.077, -0.967)  0.000
H (-3.320, 0.380, 0.695)  0.000
C (1.613, 10.560, -0.555)  0.000
O (0.341, 9.987, -0.357)  0.000
C (0.345, 8.694, -0.859)  0.000
C (-1.043, 8.093, -0.478)  0.000
N (-1.151, 6.716, -1.091)  0.000
C (-0.427, 5.701, -0.347)  0.000
C (-0.201, 4.356, -1.104)  0.000
O (-1.380, 3.597, -0.984)  0.000
C (-1.364, 2.604, 0.074)  0.000
H (2.273, 9.966, 0.079)  0.000
H (1.627, 11.532, -0.062)  0.000
H (2.061, 10.614, -1.547)  0.000
H (1.174, 8.100, -0.473)  0.000
H (0.398, 8.699, -1.947)  0.000
H (-1.819, 8.739, -0.888)  0.000
H (-1.105, 7.973, 0.604)  0.000
H (-2.084, 6.356, -1.231)  0.000
H (-1.098, 5.452, 0.475)  0.000
H (0.537, 6.038, 0.035)  0.000
H (0.693, 3.852, -0.735)  0.000
H (-0.085, 4.556, -2.169)  0.000
H (-1.270, 3.080, 1.050)  0.000
H (-0.554, 1.881, -0.023)  0.000
H (-2.238, 1.965, -0.047)  0.000
C (5.037, -3.142, 5.679)  0.002
O (6.279, -3.284, 4.996)  0.001
C (6.751, -4.601, 4.995)  -0.006
C (7.806, -4.820, 3.899)  0.032
N (8.220, -6.195, 3.685)  0.004
C (8.680, -6.924, 4.938)  0.000
C (9.148, -8.368, 4.670)  0.000
O (7.926, -9.060, 4.345)  0.000
C (8.119, -10.071, 3.330)  0.000
H (4.199, -3.677, 5.233)  0.000
H (4.775, -2.095, 5.528)  -0.002
H (5.123, -3.192, 6.764)  0.000
H (5.920, -5.288, 4.830)  0.000
H (7.154, -4.683, 6.005)  0.000
H (8.592, -4.129, 4.202)  -0.021
H (7.542, -4.356, 2.948)  -0.007
H (7.443, -6.720, 3.310)  0.000
H (7.933, -6.888, 5.731)  0.000
H (9.366, -6.299, 5.510)  0.000
H (9.717, -8.723, 5.529)  0.000
H (9.892, -8.425, 3.875)  0.000
H (7.186, -10.588, 3.105)  0.000
H (8.742, -10.821, 3.819)  0.000
H (8.554, -9.727, 2.392)  0.000
C (-4.815, 2.678, 2.998)  0.000
O (-5.615, 2.886, 1.848)  0.000
C (-5.188, 3.642, 0.614)  0.000
C (-6.486, 4.145, 0.031)  0.000
N (-6.262, 5.255, -0.937)  0.000
C (-7.665, 5.671, -1.437)  0.000
C (-8.736, 4.703, -1.901)  0.000
O (-9.285, 3.857, -0.884)  0.000
C (-10.653, 3.700, -0.994)  0.000
H (-3.944, 2.113, 2.665)  0.000
H (-5.375, 2.202, 3.802)  0.000
H (-4.393, 3.638, 3.299)  0.000
H (-4.721, 2.996, -0.130)  0.000
H (-4.454, 4.377, 0.943)  0.000
H (-7.104, 4.470, 0.869)  0.000
H (-7.090, 3.280, -0.244)  0.000
H (-5.683, 4.927, -1.697)  0.000
H (-7.424, 6.411, -2.200)  0.000
H (-8.111, 6.256, -0.633)  0.000
H (-8.256, 4.042, -2.622)  0.000
H (-9.526, 5.246, -2.419)  0.000
H (-11.200, 4.643, -1.005)  0.000
H (-10.901, 3.160, -0.081)  0.000
H (-10.932, 3.117, -1.873)  0.000
C (-12.521, 0.160, 4.945)  0.000
O (-11.505, 0.722, 4.107)  0.000
C (-11.035, -0.166, 3.052)  0.000
C (-9.636, 0.228, 2.428)  0.000
N (-9.205, -0.872, 1.582)  0.000
C (-7.816, -0.738, 1.123)  0.000
C (-7.329, -1.909, 0.148)  0.000
O (-8.084, -2.090, -0.963)  0.000
C (-8.199, -3.445, -1.404)  0.000
H (-12.873, 0.875, 5.688)  0.000
H (-12.086, -0.696, 5.461)  0.000
H (-13.386, -0.292, 4.460)  0.000
H (-11.835, -0.277, 2.320)  0.000
H (-10.975, -1.160, 3.494)  0.000
H (-8.909, 0.386, 3.225)  0.000
H (-9.731, 1.107, 1.790)  0.000
H (-9.697, -0.941, 0.702)  0.000
H (-7.273, -0.906, 2.053)  0.000
H (-7.616, 0.209, 0.621)  0.000
H (-7.425, -2.763, 0.818)  0.000
H (-6.295, -1.801, -0.178)  0.000
H (-7.273, -4.017, -1.461)  0.000
H (-8.561, -3.384, -2.430)  0.000
H (-8.759, -4.117, -0.754)  0.000
C (-3.965, 3.074, -3.034)  0.000
O (-5.365, 3.064, -3.371)  0.000
C (-6.129, 1.870, -3.437)  0.000
C (-5.650, 0.760, -4.500)  0.000
N (-5.692, 1.336, -5.881)  0.000
C (-5.149, 0.488, -6.910)  0.000
C (-5.782, -0.811, -7.243)  0.000
O (-5.156, -1.384, -8.440)  0.000
C (-5.835, -2.432, -9.113)  0.000
H (-3.628, 3.414, -4.013)  0.000
H (-3.606, 2.094, -2.718)  0.000
H (-3.836, 3.832, -2.262)  0.000
H (-7.155, 2.187, -3.629)  0.000
H (-6.053, 1.344, -2.486)  0.000
H (-6.334, -0.083, -4.400)  0.000
H (-4.635, 0.405, -4.321)  0.000
H (-5.382, 2.297, -5.872)  0.000
H (-4.101, 0.350, -6.648)  0.000
H (-5.128, 1.100, -7.812)  0.000
H (-6.860, -0.702, -7.359)  0.000
H (-5.641, -1.441, -6.364)  0.000
H (-6.415, -2.151, -9.992)  0.000
H (-6.590, -3.008, -8.578)  0.000
H (-5.103, -3.156, -9.471)  0.000
C (9.487, -1.509, -8.256)  0.000
O (9.160, -1.699, -6.895)  0.000
C (7.753, -2.045, -6.760)  0.000
C (7.246, -1.906, -5.299)  0.000
N (5.756, -2.218, -5.155)  0.000
C (4.886, -1.217, -5.711)  0.000
C (3.418, -1.505, -5.400)  0.000
O (3.202, -1.440, -3.947)  0.000
C (1.845, -2.007, -3.638)  0.000
H (10.572, -1.470, -8.356)  0.000
H (9.094, -0.517, -8.477)  0.000
H (9.076, -2.314, -8.865)  0.000
H (7.800, -3.083, -7.089)  0.000
H (6.984, -1.674, -7.437)  0.000
H (7.430, -0.935, -4.838)  0.000
H (7.720, -2.722, -4.753)  0.000
H (5.392, -2.565, -4.279)  0.000
H (4.911, -0.996, -6.778)  0.000
H (5.045, -0.228, -5.280)  0.000
H (3.071, -2.475, -5.755)  0.000
H (2.829, -0.723, -5.879)  0.000
H (1.675, -1.756, -2.591)  0.000
H (1.864, -3.093, -3.719)  0.000
H (1.055, -1.394, -4.073)  0.000

## Properties
calculated total energy = -3541.78219 a.u.
highest occupied orbital energy (alpha / beta) = -9.53 / -9.53 eV
F_max = 4.09 eV Å⁻¹
spin multiplicity = 2
charge = +1
energy above the lowest of the compared OMol25 structures with the same formula, charge and spin = 463.2 kJ/mol

Molecular formula: C4H7NO2
Method: DFT, ωB97M-V with the def2-TZVPD basis set

Last column: natural (NBO) charge in e.
Atoms and positions in Å:
O (1.607, -0.694, 0.834)  -0.703
C (1.222, 0.182, -0.188)  -0.064
C (-0.524, -1.120, -1.450)  0.078
O (-0.962, -1.444, -0.231)  -0.537
C (-1.555, -0.461, 0.588)  0.364
N (-1.107, 0.684, 0.803)  -0.412
C (0.167, 1.184, 0.292)  -0.294
H (0.904, -1.353, 0.934)  0.474
H (2.103, 0.732, -0.527)  0.201
H (-0.907, -0.090, -1.663)  0.077
H (0.953, -0.432, -1.091)  0.185
H (-2.460, -0.847, 1.050)  0.186
H (-0.057, 1.930, -0.481)  0.220
H (0.614, 1.731, 1.130)  0.225

## Properties
calculated total energy = -361.68771 a.u.
highest occupied orbital energy = -9.04 eV
F_max = 0.50 eV Å⁻¹
spin multiplicity = 1
energy above the lowest of the compared OMol25 structures with the same formula, charge and spin = 507.1 kJ/mol

spin multiplicity of number 3 (C4H7NO2)?
1